Entry from OMol25: a molecular structure, C16H26LiNO in a non-equilibrium geometry (ωB97M-V/def2-TZVPD).

Cartesian coordinates (Å):
1 C 1.9059 4.4434 -2.0065
2 O 0.9868 3.4001 -2.2929
3 C -0.2581 3.5688 -1.6249
4 C -1.1740 2.4865 -2.1368
5 C -0.7461 1.1052 -1.6023
6 C -0.9998 0.9692 -0.0853
7 C -2.2548 0.1083 0.2628
8 C -1.7970 -0.8809 1.3438
9 C -1.5268 -0.3000 2.7581
10 N -0.7372 -1.1879 3.5544
11 C 0.5800 -1.1003 2.9941
12 C 0.8086 -2.1691 1.9412
13 C 0.6160 -3.5201 2.1970
14 C 0.7893 -4.4166 1.1532
15 C 1.1268 -3.9684 -0.1283
16 C 1.3052 -2.6279 -0.3694
17 C 1.6048 -1.9729 -1.6723
18 C 1.1571 -1.7549 0.6871
19 H 2.6621 4.1340 -1.2857
20 H 1.3741 5.3273 -1.6620
21 H 2.4224 4.6868 -2.9321
22 H -0.6711 4.5631 -1.8084
23 H -0.0613 3.5015 -0.5514
24 H -1.0534 2.4586 -3.2193
25 H -2.2189 2.6334 -1.8779
26 H -1.2370 0.3062 -2.1605
27 H 0.3467 1.0797 -1.7893
28 H -0.1383 0.4672 0.3624
29 H -1.1090 1.9226 0.4198
30 H -3.1067 0.7074 0.5694
31 H -2.4587 -0.4857 -0.6308
32 H -0.9143 -1.3349 0.9087
33 H -2.5383 -1.6695 1.4668
34 H -1.1243 0.7403 2.7215
35 H -2.5185 -0.2007 3.2172
36 H 1.3251 -1.2684 3.7872
37 H 0.7732 -0.1159 2.5163
38 H 0.3375 -3.7998 3.2001
39 H 0.6138 -5.4631 1.3520
40 H 1.2203 -4.7016 -0.9190
41 H 0.6478 -1.6344 -2.1210
42 H 2.1029 -2.5608 -2.4332
43 H 2.1800 -1.0548 -1.4826
44 H 1.2895 -0.6747 0.5359
45 Li 0.4676 0.2533 -1.1569

Computed properties:
Lowest unoccupied orbital energy, eV: -0.5425
Total charge: 0
Kohn-Sham gap, eV: 4.110
HOMO energy, eV: -4.652

***

Entry from OMol25: a molecular structure, C38H37O4P2RhS2 in a non-equilibrium geometry (ωB97M-V/def2-TZVPD).

Cartesian coordinates (Å):
1 Rh 0.1318 0.0598 -0.4009
2 S -2.1918 1.0878 -0.2523
3 P -0.7620 2.4917 -0.0212
4 C 0.7273 1.9250 0.6915
5 P 0.5405 1.0726 2.2187
6 S -0.3932 -0.7014 2.0910
7 C 2.1442 0.9991 3.0561
8 C 3.2457 1.6677 2.5408
9 C 4.4444 1.6544 3.2386
10 C 4.5371 0.9912 4.4535
11 C 3.4303 0.3312 4.9716
12 C 2.2364 0.3236 4.2690
13 C -0.3847 2.1174 3.3963
14 C 0.2599 3.1835 4.0202
15 C -0.4547 4.0322 4.8481
16 C -1.8112 3.8249 5.0525
17 C -2.4490 2.7542 4.4455
18 C -1.7401 1.9001 3.6156
19 C -0.2822 3.2166 -1.6204
20 C -1.2634 3.7836 -2.4273
21 C -0.9127 4.3675 -3.6332
22 C 0.4210 4.4074 -4.0214
23 C 1.3984 3.8486 -3.2123
24 C 1.0496 3.2394 -2.0142
25 C -1.5017 3.9921 0.7285
26 C -2.8762 4.1375 0.8628
27 C -3.4096 5.3475 1.2825
28 C -2.5685 6.4071 1.5849
29 C -1.1934 6.2623 1.4624
30 C -0.6592 5.0587 1.0320
31 H 3.1511 2.1790 1.5910
32 H 5.3098 2.1661 2.8366
33 H 5.4728 0.9822 4.9984
34 H 3.5041 -0.1839 5.9215
35 H 1.3681 -0.2035 4.6496
36 H 1.3213 3.3353 3.8641
37 H 0.0469 4.8580 5.3377
38 H -2.3710 4.5033 5.6841
39 H -3.5059 2.5876 4.6137
40 H -2.2254 1.0568 3.1412
41 H -2.2981 3.7619 -2.1045
42 H -1.6758 4.7968 -4.2703
43 H 0.6962 4.8763 -4.9579
44 H 2.4373 3.8857 -3.5172
45 H 1.7929 2.7759 -1.3777
46 H -3.5212 3.2998 0.6237
47 H -4.4827 5.4643 1.3704
48 H -2.9824 7.3492 1.9223
49 H -0.5383 7.0928 1.6944
50 H 0.4122 4.9396 0.9110
51 C 4.4722 -2.9008 4.1560
52 O 4.2893 -3.8475 3.1244
53 C 3.6053 -3.4543 2.0303
54 C 3.3748 -4.4769 1.0852
55 C 2.6801 -4.1815 -0.0442
56 C 2.1852 -2.8850 -0.3101
57 C 1.4320 -2.6336 -1.4885
58 C 1.3349 -3.6793 -2.5801
59 O 0.8279 -1.5669 -1.7067
60 C 2.4305 -1.8242 0.6372
61 O 2.0996 -0.5932 0.4603
62 C 3.1453 -2.1777 1.8167
63 H 4.9602 -3.4334 4.9689
64 H 3.5151 -2.5041 4.5028
65 H 5.1031 -2.0701 3.8302
66 H 3.7512 -5.4692 1.2922
67 H 2.4815 -4.9793 -0.7472
68 H 2.2601 -4.2360 -2.7077
69 H 1.0815 -3.1789 -3.5128
70 H 0.5306 -4.3773 -2.3391
71 H 3.3298 -1.3839 2.5243
72 C -0.1595 0.4417 -5.1468
73 C -1.3155 -0.4826 -4.7541
74 C -1.5441 -0.1398 -3.2760
75 O -0.3760 0.5760 -2.8358
76 C 0.6280 0.4644 -3.8478
77 H -0.5278 1.4442 -5.3729
78 H 0.4301 0.0693 -5.9830
79 H -1.0115 -1.5250 -4.8598
80 H -2.2156 -0.3249 -5.3457
81 H -1.6826 -1.0295 -2.6586
82 H -2.3995 0.5201 -3.1327
83 H 1.1832 -0.4691 -3.7230
84 H 1.3070 1.3069 -3.7408

Computed properties:
Lowest unoccupied orbital energy (spin up / spin down), eV: -1.0849 / -1.1322
Total charge: 0
Kohn-Sham gap (spin up / spin down), eV: 6.385 / 6.342
HOMO energy (spin up / spin down), eV: -7.470 / -7.474

***

Entry from OMol25: a molecular structure, H28O22SV2 in a non-equilibrium geometry (ωB97M-V/def2-TZVPD).

Cartesian coordinates (Å):
1 O 17.3849 8.9439 9.0908
2 V 16.0004 9.2400 9.8783
3 O 15.8402 10.8713 9.9258
4 O 17.0056 8.7923 4.8786
5 V 16.0710 10.1344 4.4411
6 O 16.5454 10.6790 2.9786
7 S 13.7900 9.5734 7.1814
8 O 14.4180 9.1492 8.4298
9 O 14.8723 9.7277 6.2334
10 O 12.8284 8.5710 6.6908
11 O 13.0788 10.8095 7.3607
12 O 15.6568 7.0231 10.0110
13 H 14.7503 6.8880 9.7349
14 H 15.9749 6.1466 10.2273
15 O 14.2819 11.6185 4.3132
16 H 14.5146 12.5324 4.4770
17 H 13.3332 11.6314 4.1864
18 O 13.9199 9.0993 11.1976
19 H 13.0682 9.1750 10.7674
20 H 13.8923 9.7484 11.9005
21 O 10.3068 8.5451 7.3533
22 H 10.0911 7.7062 6.9459
23 H 11.2172 8.7054 7.1050
24 O 12.4935 6.0973 5.8047
25 H 13.2294 5.5048 5.6507
26 H 12.8824 6.8542 6.2429
27 O 14.8138 12.7126 7.0380
28 H 14.3303 11.9087 7.2281
29 H 14.1368 13.3817 6.9371
30 O 11.8983 9.0602 4.4128
31 H 12.3237 8.7665 5.2185
32 H 11.6436 9.9653 4.5921
33 O 12.3749 12.5906 8.8948
34 H 12.8686 13.4105 8.9095
35 H 12.7745 12.0825 8.1888
36 O 14.5338 8.7219 3.2859
37 H 14.2840 8.2449 2.4945
38 H 13.7833 8.6243 3.8719
39 O 15.9494 7.1988 6.7813
40 H 15.2830 7.8721 6.9184
41 H 16.5433 7.5775 6.1331
42 O 11.5189 11.6573 5.5088
43 H 11.0117 12.2769 6.0333
44 H 12.1063 11.2362 6.1364
45 O 11.5736 9.9086 9.8816
46 H 11.0536 9.4520 9.2203
47 H 12.2047 10.4226 9.3779
48 O 12.8842 6.5225 9.1328
49 H 13.0032 7.3439 8.6561
50 H 12.1035 6.6664 9.6677
51 O 17.0202 11.7712 5.6941
52 H 17.8303 12.0955 6.0874
53 H 16.3399 11.9896 6.3312

Computed properties:
Lowest unoccupied orbital energy, eV: -2.2525
Total charge: 0
Kohn-Sham gap, eV: 8.274
Energy relative to the best compared isomer or geometry (same formula, charge and spin), kJ/mol: 0.0
HOMO energy, eV: -10.527

***

Entry from OMol25: a molecular structure, C24H27BF4O2S4Ti in a non-equilibrium geometry (ωB97M-V/def2-TZVPD).

Cartesian coordinates (Å):
1 Ti -0.1406 0.5963 -0.1433
2 C -0.9073 -1.4543 2.9738
3 C -1.2318 -0.1207 2.3506
4 C -2.5498 0.3016 2.2404
5 C -2.8624 1.5928 1.7917
6 C -4.3054 2.0121 1.7517
7 C -1.8386 2.4454 1.4107
8 C -0.4785 2.0551 1.4719
9 C 0.6289 3.0673 1.2840
10 C -0.1828 0.7666 2.0242
11 H 0.1126 -1.7620 2.7423
12 H -1.6032 -2.2241 2.6396
13 H -0.9967 -1.3847 4.0598
14 H -3.3499 -0.3566 2.5481
15 H -4.7154 2.0507 2.7615
16 H -4.8893 1.2800 1.1926
17 H -4.4314 2.9920 1.2960
18 H -2.0789 3.4608 1.1144
19 H 0.7894 3.6310 2.2079
20 H 0.3749 3.7807 0.4962
21 H 1.5627 2.5620 1.0069
22 H 0.8209 0.5570 2.3934
23 F -0.2994 2.4402 -1.4716
24 B 0.3903 1.8890 -2.6348
25 F 0.3828 0.4844 -2.3894
26 F -0.3596 2.1590 -3.7374
27 F 1.6397 2.3823 -2.6595
28 O 1.5061 0.0613 0.0526
29 C 2.1062 -1.1333 -0.2748
30 C 1.1205 -1.9464 -1.0833
31 C -0.1858 -2.1198 -0.6971
32 C -0.9285 -2.8739 -1.6324
33 C -0.1805 -3.2586 -2.7000
34 S 1.4405 -2.6904 -2.6061
35 C 3.4057 -0.8564 -0.9944
36 C 3.8983 0.3638 -1.3385
37 C 5.1826 0.2885 -1.9253
38 C 5.6483 -0.9818 -2.0051
39 S 4.5328 -2.1210 -1.3580
40 C 2.4454 -1.8909 1.0026
41 C 3.0793 -1.3679 2.0881
42 C 3.2917 -2.3145 3.1146
43 C 2.8286 -3.5466 2.7869
44 S 2.1129 -3.5749 1.2207
45 H -0.5850 -1.7739 0.2535
46 H -1.9685 -3.1281 -1.5008
47 H -0.4785 -3.8601 -3.5349
48 H 3.3529 1.2801 -1.1865
49 H 5.7219 1.1502 -2.2747
50 H 6.5797 -1.3345 -2.4017
51 H 3.3955 -0.3399 2.1290
52 H 3.7646 -2.0828 4.0522
53 H 2.8503 -4.4484 3.3649
54 C -3.3298 2.2878 -1.8722
55 S -2.2918 0.8205 -2.1725
56 C -3.6561 -0.2905 -2.6620
57 O -1.9351 0.3167 -0.7933
58 H -4.0629 2.0710 -1.1044
59 H -3.7937 2.5488 -2.8160
60 H -2.6715 3.0896 -1.5561
61 H -3.7093 -0.2716 -3.7443
62 H -4.6056 0.0008 -2.2325
63 H -3.3620 -1.2767 -2.3197

Computed properties:
Lowest unoccupied orbital energy (spin up / spin down), eV: 0.2305 / 0.2066
Total charge: 0
Kohn-Sham gap (spin up / spin down), eV: 6.233 / 8.460
Energy relative to the best compared isomer or geometry (same formula, charge and spin), kJ/mol: 158.2
2S+1: 3
HOMO energy (spin up / spin down), eV: -6.002 / -8.254

***

Entry from OMol25: C4H8N2S in the gas phase in a non-equilibrium geometry (ωB97M-V/def2-TZVPD).

Cartesian coordinates (Å):
1 C 0.8991 1.7850 1.9050
2 S -0.9142 1.5303 1.5403
3 C -0.8438 0.2123 0.2298
4 N -0.0069 0.6566 -0.9748
5 C 1.3046 0.2023 -0.8211
6 C 1.3860 -0.6807 0.1667
7 N 0.0823 -0.8289 0.6805
8 H 1.3580 1.9577 0.9554
9 H 1.3626 0.8663 2.4259
10 H 1.0129 2.6562 2.5003
11 H -1.8703 -0.1062 -0.1017
12 H -0.2564 1.6033 -1.2728
13 H 2.1497 0.5099 -1.4408
14 H 2.3224 -1.1006 0.5819
15 H -0.0482 -1.3257 1.5630

Computed properties:
Lowest unoccupied orbital energy, eV: 0.9697
SMILES: CSC1NC=CN1
Total charge: 0
Kohn-Sham gap, eV: 7.903
Energy relative to the best compared isomer or geometry (same formula, charge and spin), kJ/mol: 205.9
HOMO energy, eV: -6.934

***

Entry from OMol25: a molecular structure, C37H70BN10Sr (ωB97M-V/def2-TZVPD).

Cartesian coordinates (Å):
1 Sr -0.0107 0.5117 -0.1038
2 C -1.7679 1.5903 3.4677
3 C -2.7036 1.1298 2.3583
4 N -2.2332 1.4549 1.0071
5 C -2.4197 2.8581 0.6340
6 C -2.4613 3.0108 -0.8802
7 N -1.2851 2.4864 -1.6026
8 C -0.4629 3.5183 -2.2709
9 C 0.8633 3.8687 -1.6007
10 C 0.8282 4.1319 -0.0975
11 N 0.9697 2.8678 0.6362
12 C 1.1404 3.0283 2.0774
13 C 1.4783 1.7070 2.7549
14 N 0.4538 0.6543 2.6394
15 C -0.5609 0.6924 3.7104
16 H -2.3383 1.5989 4.4000
17 H -1.4683 2.6266 3.3034
18 H -3.6951 1.5695 2.5271
19 H -2.8243 0.0440 2.4179
20 H -2.7812 0.9042 0.3574
21 H -1.6255 3.4650 1.0709
22 H -3.3719 3.2407 1.0284
23 H -2.6100 4.0679 -1.1148
24 H -3.3529 2.4939 -1.2446
25 H -1.6177 1.8476 -2.3157
26 H -1.0556 4.4313 -2.3898
27 H -0.2339 3.1674 -3.2781
28 H 1.2432 4.7587 -2.1081
29 H 1.6005 3.0833 -1.8013
30 H -0.1033 4.6220 0.1987
31 H 1.6393 4.8195 0.1737
32 H 1.8139 2.4370 0.2645
33 H 0.2270 3.4575 2.4920
34 H 1.9484 3.7362 2.3103
35 H 1.7096 1.9134 3.8069
36 H 2.3975 1.3136 2.3106
37 H 0.9385 -0.2324 2.7357
38 H -0.0866 0.9933 4.6529
39 H -0.9207 -0.3289 3.8525
40 C -4.1313 -2.8503 -1.7762
41 C -3.8616 -1.3540 -2.0007
42 C -4.0602 -0.6157 -0.6944
43 C -2.5076 -1.2170 -2.6565
44 C -2.2858 -1.7088 -3.9408
45 C -0.9203 -1.7553 -4.1097
46 C -0.4007 -2.5590 -5.2986
47 C 1.0406 -2.5188 -5.7875
48 C -0.7869 -4.0293 -5.0520
49 N -0.3604 -1.2127 -2.9907
50 N -1.3502 -0.8844 -2.0826
51 B 1.1667 -1.1853 -2.6621
52 N 1.8875 0.2552 -2.3908
53 N 2.3727 0.4921 -1.1179
54 C 3.4566 1.2447 -1.2273
55 C 3.6724 1.5758 -2.5697
56 C 2.6835 0.9241 -3.2746
57 C 2.5693 0.9748 -4.7728
58 C 3.4763 -0.0888 -5.4111
59 C 1.1287 1.0133 -5.2799
60 C 4.3068 1.5872 -0.0315
61 C 5.2971 2.7040 -0.3432
62 C 5.0239 0.3280 0.4658
63 N 1.4601 -2.1112 -1.4629
64 N 0.8243 -1.9393 -0.2720
65 C 1.1746 -2.9534 0.5084
66 C 2.0613 -3.7963 -0.1699
67 C 2.2268 -3.2242 -1.4185
68 C 3.1292 -3.7017 -2.5214
69 C 4.5797 -3.7411 -2.0349
70 C 2.6919 -5.0753 -3.0323
71 C 0.6372 -3.0723 1.9104
72 C -0.8421 -2.6885 1.9716
73 C 0.8438 -4.4778 2.4684
74 H -5.1335 -3.0031 -1.3706
75 H -3.4067 -3.2606 -1.0681
76 H -4.0463 -3.4154 -2.7029
77 H -4.5999 -0.9841 -2.7170
78 H -3.2754 -0.8916 0.0179
79 H -5.0137 -0.8929 -0.2435
80 H -4.0844 0.4638 -0.8505
81 H -3.0263 -2.0882 -4.6274
82 H -1.0145 -2.1968 -6.1274
83 H 1.7274 -3.0090 -5.0976
84 H 1.3957 -1.5134 -5.9849
85 H 1.0826 -3.0714 -6.7281
86 H -0.2735 -4.4081 -4.1669
87 H -0.4925 -4.6453 -5.9039
88 H -1.8569 -4.1518 -4.8910
89 H 1.7011 -1.5933 -3.6328
90 H 4.4496 2.1948 -2.9873
91 H 3.0104 1.9369 -5.0457
92 H 3.2640 -1.0901 -5.0433
93 H 4.5180 0.1339 -5.1772
94 H 3.3665 -0.0897 -6.4974
95 H 0.5269 0.1792 -4.9275
96 H 1.1107 1.0106 -6.3715
97 H 0.6434 1.9332 -4.9459
98 H 3.6554 1.9348 0.7776
99 H 6.0077 2.3863 -1.1088
100 H 5.8691 2.9669 0.5468
101 H 4.7927 3.6025 -0.7041
102 H 5.7010 -0.0489 -0.3037
103 H 4.3092 -0.4636 0.6972
104 H 5.6141 0.5457 1.3581
105 H 2.5212 -4.7020 0.1885
106 H 3.0714 -2.9852 -3.3408
107 H 4.6950 -4.4481 -1.2110
108 H 4.9039 -2.7595 -1.6844
109 H 5.2433 -4.0560 -2.8419
110 H 2.7598 -5.8206 -2.2371
111 H 3.3314 -5.4007 -3.8550
112 H 1.6614 -5.0586 -3.3851
113 H 1.2088 -2.3847 2.5495
114 H -1.4311 -3.3445 1.3276
115 H -1.0179 -1.6624 1.6343
116 H -1.2234 -2.7774 2.9911
117 H 0.3155 -5.2146 1.8598
118 H 0.4646 -4.5447 3.4888
119 H 1.8999 -4.7476 2.4863

Computed properties:
Lowest unoccupied orbital energy, eV: -1.6384
Total charge: +1
Kohn-Sham gap, eV: 9.121
Energy relative to the best compared isomer or geometry (same formula, charge and spin), kJ/mol: 49.8
HOMO energy, eV: -10.760